Entry 1:
45
Properties=species:S:1:pos:R:3:lowdin_charge:R:1 method="wB97M-V/def2-TZVPD" total_charge=-1 homo_energy_ev=-4.83 largest_force_ev_per_a=3.1
Ag 1.00 2.44 0.83 0.424
N 2.44 0.57 1.48 -0.046
C 1.59 -0.56 1.89 -0.190
C 0.14 -0.13 2.02 -0.625
O -0.72 -1.04 2.18 -0.083
O -0.23 1.12 1.97 -0.202
H 2.98 0.37 0.64 0.031
H 3.13 0.81 2.17 0.063
H 1.88 -1.13 2.78 0.112
H 1.60 -1.34 1.07 0.124
N -2.37 -0.58 -0.06 0.095
C -2.72 0.68 -0.34 -0.964
S -2.66 1.23 -1.92 0.521
N -3.09 1.49 0.69 0.041
C -3.78 1.09 1.81 -0.247
C -3.44 1.72 3.05 0.001
C -4.16 1.42 4.21 -0.081
C -5.20 0.49 4.12 -0.094
C -5.52 -0.09 2.87 -0.104
C -4.74 0.08 1.78 -0.037
H -2.00 -1.01 -0.90 0.065
H -1.91 -0.81 0.88 0.088
H -3.14 2.43 0.37 0.112
H -2.61 2.38 3.05 0.097
H -3.93 1.89 5.12 0.081
H -5.73 0.16 4.99 0.079
H -6.30 -0.83 2.85 0.091
H -4.94 -0.46 0.86 0.116
Br 2.27 3.46 -1.12 -0.392
C 4.52 1.25 -3.44 -0.162
C 3.84 -0.07 -3.80 -0.398
S 2.33 -0.36 -2.75 0.880
O 2.75 -0.36 -1.32 -0.580
C 1.84 -2.15 -2.94 -0.373
C 2.98 -3.16 -2.67 -0.153
H 5.42 1.46 -3.98 0.057
H 4.68 1.26 -2.36 0.058
H 3.75 2.05 -3.61 0.061
H 4.47 -1.01 -3.69 0.084
H 3.36 -0.05 -4.81 0.084
H 1.49 -2.19 -3.99 0.072
H 0.96 -2.24 -2.28 0.087
H 3.81 -3.17 -3.41 0.065
H 2.57 -4.17 -2.64 0.058
H 3.41 -2.93 -1.64 0.085

=====

Entry 2:
57
Properties=species:S:1:pos:R:3:lowdin_charge:R:1 method="wB97M-V/def2-TZVPD" total_charge=+1 homo_energy_ev=-13.12 largest_force_ev_per_a=7.5 relative_energy_kj_mol=0.00
Tl -19.85 -12.77 8.09 1.130
B -18.63 -12.05 10.65 -0.524
H -19.43 -12.78 10.67 -0.091
H -17.91 -12.35 9.91 -0.038
H -19.04 -11.12 10.29 -0.012
H -18.21 -11.94 11.64 -0.024
C -15.99 -9.28 6.47 0.083
C -17.04 -10.36 6.48 -0.608
O -17.34 -10.99 7.50 0.157
O -17.71 -10.57 5.45 0.306
H -15.33 -9.56 7.29 0.098
H -16.44 -8.30 6.67 0.112
H -15.45 -9.15 5.54 0.120
C -17.65 -16.62 11.00 -0.020
C -17.42 -15.34 11.78 -0.331
O -16.10 -15.51 12.20 0.184
C -15.91 -16.78 12.33 -0.585
O -14.91 -17.26 12.86 0.162
O -16.79 -17.55 11.70 0.107
F -18.27 -15.31 12.80 0.107
H -17.26 -16.55 9.98 0.143
H -18.70 -16.90 11.06 0.144
H -17.50 -14.38 11.26 0.144
C -21.88 -14.09 13.41 -0.059
C -20.92 -12.95 13.10 -0.311
O -20.84 -12.32 14.39 0.095
C -21.60 -12.94 15.35 -0.458
O -21.87 -12.59 16.53 0.128
O -22.15 -14.02 14.80 0.095
F -21.55 -12.11 12.30 0.092
H -21.52 -15.05 13.03 0.133
H -22.82 -14.05 12.88 0.143
H -19.98 -13.29 12.65 0.127
C -18.63 -9.83 13.45 -0.005
C -19.06 -9.77 14.99 -0.201
O -19.22 -8.34 15.16 0.156
C -18.68 -7.69 14.14 -0.590
O -18.59 -6.47 14.13 0.169
O -18.24 -8.46 13.19 0.069
F -18.02 -10.22 15.77 0.056
H -19.57 -10.08 12.97 0.128
H -17.76 -10.46 13.23 0.124
H -19.92 -10.35 15.32 0.151
C -15.53 -10.57 10.78 0.060
N -15.23 -9.14 10.51 -0.449
O -15.83 -8.30 11.10 0.111
O -14.33 -8.98 9.70 0.065
H -14.83 -10.91 11.55 0.124
H -15.59 -11.08 9.82 0.093
H -16.51 -10.54 11.27 0.056
C -18.81 -7.77 9.64 0.055
N -19.93 -8.36 8.88 -0.378
O -20.96 -7.70 8.76 0.140
O -19.78 -9.51 8.46 0.006
H -18.74 -8.15 10.66 0.096
H -18.95 -6.71 9.87 0.117
H -17.86 -7.79 9.11 0.096

=====

Entry 3:
42
Properties=species:S:1:pos:R:3:mulliken_spin:R:1 method="wB97M-V/def2-TZVPD" multiplicity=2 total_charge=+3 homo_energy_ev="-18.61 / -18.61" largest_force_ev_per_a=0.7 relative_energy_kj_mol=2.84
V 0.28 -0.41 0.85 1.086
C 3.18 0.13 0.12 0.004
O 1.99 0.55 0.89 -0.028
C 2.29 1.08 2.23 0.003
C 2.14 -0.07 3.22 0.002
O 1.14 -0.93 2.60 -0.013
C 0.35 -1.83 3.44 -0.001
C -0.16 -2.87 2.48 0.004
O -0.42 -2.18 1.21 -0.008
C -0.97 -3.10 0.18 0.003
H 3.79 1.02 -0.03 -0.001
H 2.82 -0.24 -0.84 0.000
H 3.70 -0.64 0.67 -0.001
H 1.57 1.88 2.40 -0.001
H 3.30 1.49 2.21 0.002
H 1.76 0.29 4.17 -0.001
H 3.04 -0.65 3.37 -0.002
H -0.44 -1.24 3.90 -0.001
H 0.99 -2.27 4.20 0.000
H -1.08 -3.32 2.82 0.000
H 0.59 -3.64 2.26 -0.001
H -1.86 -3.55 0.60 0.000
H -0.21 -3.84 -0.04 0.001
H -1.21 -2.50 -0.69 -0.003
Br -1.27 1.07 1.51 -0.068
C 0.26 -0.44 -3.54 0.003
S 0.33 0.71 -2.18 0.011
O 0.19 -0.36 -0.92 0.013
C -1.16 1.58 -2.22 0.000
C -2.40 1.00 -2.54 0.000
C -3.50 1.82 -2.62 0.000
C -3.37 3.20 -2.40 0.000
C -2.14 3.77 -2.09 0.000
C -1.02 2.96 -1.99 -0.003
H -0.65 -1.02 -3.52 -0.001
H 1.15 -1.06 -3.49 0.000
H 0.30 0.19 -4.43 -0.001
H -2.49 -0.06 -2.73 0.000
H -4.46 1.41 -2.88 0.000
H -4.24 3.83 -2.50 0.000
H -2.06 4.83 -1.94 0.000
H -0.05 3.39 -1.77 0.000

=====

Entry 4:
44
Properties=species:S:1:pos:R:3:lowdin_charge:R:1 method="wB97M-V/def2-TZVPD" total_charge=+1 homo_energy_ev=-12.69 largest_force_ev_per_a=6.5
C 3.42 -2.62 0.27 -0.133
C 2.87 -1.64 1.47 -0.246
C 1.58 -0.69 0.97 -0.582
Cl 1.38 0.69 2.18 0.683
C 0.29 -1.69 0.81 -0.068
C 0.06 -2.62 -0.50 0.078
C -1.27 -3.49 -0.30 0.054
N -2.11 -3.43 0.90 -0.033
N -2.03 -2.67 2.01 0.094
C -0.84 -1.83 1.92 0.015
H 3.65 -1.97 -0.68 0.090
H 2.70 -3.50 -0.01 0.069
H 4.42 -3.11 0.68 0.103
H 3.74 -1.00 1.94 0.128
H 2.40 -2.36 2.30 0.128
H 1.86 -0.19 -0.07 0.141
H 0.76 -2.69 -1.44 0.138
H -1.57 -4.23 -1.17 0.165
H -2.94 -4.09 0.91 0.195
H -0.67 -1.14 2.89 0.134
C -2.15 -1.96 -7.36 -0.044
O -2.21 -0.96 -6.34 -0.002
C -2.24 -1.45 -5.07 -0.557
O -2.23 -2.63 -4.76 0.096
O -2.29 -0.40 -4.21 0.000
C -2.34 -0.77 -2.84 -0.058
H -2.13 -1.45 -8.32 0.100
H -1.24 -2.56 -7.26 0.100
H -3.04 -2.59 -7.32 0.102
H -1.43 -1.33 -2.56 0.063
H -3.23 -1.36 -2.62 0.100
H -2.37 0.14 -2.24 0.100
C 1.13 2.84 4.13 -0.125
O 0.38 4.01 4.47 -0.002
C 0.77 5.13 3.81 -0.555
O 1.68 5.21 3.00 0.111
O -0.02 6.15 4.23 -0.007
C 0.28 7.41 3.62 -0.047
H 0.73 2.00 4.71 0.089
H 1.02 2.61 3.07 -0.022
H 2.18 2.97 4.39 0.107
H 0.14 7.36 2.53 0.099
H 1.31 7.72 3.86 0.101
H -0.41 8.15 4.02 0.097

=====

Entry 5:
46
Properties=species:S:1:pos:R:3:mulliken_spin:R:1 method="wB97M-V/def2-TZVPD" multiplicity=2 total_charge=-1 homo_energy_ev="-4.00 / -4.09" largest_force_ev_per_a=3.5 relative_energy_kj_mol=155.92
Co 0.17 0.16 0.31 1.002
C 4.91 -0.06 4.32 0.000
C 3.70 -0.93 4.06 0.000
O 2.49 -0.17 3.90 0.002
P 2.16 0.61 2.51 -0.023
S 2.40 0.52 0.32 -0.006
S 0.20 0.97 2.72 0.058
O 3.06 1.94 2.73 -0.001
C 2.54 3.27 2.80 0.005
C 2.52 3.74 4.24 -0.002
H 5.78 -0.68 4.56 0.000
H 4.71 0.62 5.15 0.000
H 5.14 0.54 3.44 0.000
H 3.51 -1.60 4.90 0.000
H 3.86 -1.56 3.17 0.000
H 1.54 3.29 2.37 -0.002
H 3.20 3.89 2.19 0.000
H 1.91 3.05 4.84 0.001
H 2.08 4.74 4.31 0.000
H 3.53 3.76 4.66 0.000
O -1.77 0.07 -0.09 -0.009
N -2.31 1.21 -0.17 -0.009
N -1.46 2.16 -0.26 0.004
O -0.16 1.92 -0.30 -0.008
C -1.89 3.51 -0.26 -0.002
C -3.24 3.84 -0.28 0.001
C -3.62 5.17 -0.25 -0.001
C -2.66 6.18 -0.21 0.001
C -1.32 5.84 -0.22 -0.001
C -0.92 4.51 -0.24 0.001
H -3.97 3.04 -0.32 0.000
H -4.67 5.42 -0.27 0.000
H -2.96 7.22 -0.17 0.000
H -0.57 6.62 -0.21 0.000
H 0.12 4.22 -0.24 0.001
C 1.61 -3.44 1.52 0.001
C 0.43 -2.48 1.70 0.005
C -0.88 -3.25 1.87 -0.002
O 0.36 -1.63 0.62 -0.017
H 1.75 -4.06 2.41 0.000
H 2.52 -2.87 1.32 0.000
H 1.42 -4.09 0.66 -0.001
H 0.60 -1.90 2.63 -0.001
H -1.04 -3.90 1.01 0.000
H -1.71 -2.54 1.93 0.000
H -0.86 -3.86 2.78 0.000

=====

Entry 6:
51
Properties=species:S:1:pos:R:3:mulliken_spin:R:1 method="wB97M-V/def2-TZVPD" multiplicity=6 homo_energy_ev="-9.24 / -9.59" largest_force_ev_per_a=0.4 relative_energy_kj_mol=0.00
Ru 0.64 -0.88 -1.77 4.073
N 2.85 -0.82 -2.62 0.125
C 3.71 0.33 -2.29 -0.011
C 3.02 1.65 -2.64 0.011
C 1.79 1.87 -1.76 0.004
O 1.79 2.66 -0.84 0.037
O 0.76 1.12 -2.06 0.204
H 3.29 -1.71 -2.40 -0.002
H 2.69 -0.85 -3.63 -0.004
H 4.67 0.26 -2.81 0.007
H 3.91 0.29 -1.21 -0.001
H 2.73 1.64 -3.69 -0.001
H 3.72 2.47 -2.48 0.000
O -3.43 -1.98 -1.83 0.006
P -1.87 -1.97 -1.96 -0.026
O -1.12 -1.92 -0.62 0.113
O -1.36 -0.83 -2.80 0.148
O -1.55 -3.39 -2.62 0.005
P -0.01 -4.00 -2.54 0.013
O 0.06 -4.44 -1.01 0.002
O 0.18 -5.11 -3.46 0.012
O 0.87 -2.75 -2.68 0.150
H -3.83 -2.85 -1.96 -0.001
H -0.34 -3.75 -0.45 0.003
C -1.68 3.89 2.93 0.000
C -2.38 2.56 3.12 0.000
N -1.67 1.46 2.46 0.000
C -2.29 0.88 1.27 -0.003
C -2.29 1.81 0.06 -0.004
C -0.57 0.98 3.07 0.000
O -0.21 1.35 4.18 0.000
C 0.23 -0.07 2.35 -0.003
C 0.53 -1.28 2.97 0.013
C 1.26 -2.22 2.26 -0.003
C 1.67 -1.92 0.98 0.014
N 1.44 -0.74 0.40 0.127
C 0.73 0.17 1.08 -0.009
H -2.23 4.68 3.42 0.000
H -1.59 4.14 1.87 0.000
H -0.68 3.86 3.36 0.000
H -3.39 2.58 2.72 0.000
H -2.45 2.32 4.19 0.000
H -3.33 0.63 1.53 0.000
H -1.81 -0.06 1.03 0.002
H -2.87 2.71 0.26 0.000
H -2.74 1.31 -0.80 0.001
H -1.29 2.12 -0.22 0.002
H 0.17 -1.47 3.97 0.000
H 1.49 -3.19 2.69 0.000
H 2.20 -2.66 0.38 0.005
H 0.57 1.12 0.58 -0.010

=====

Summary of electronic energy in Eh
-4416.0240; -2242.7879; -4724.6623; -1529.2196; -3514.7981; -2203.1289
(order as listed above)